1.
89
Properties=species:S:1:pos:R:3:forces:R:3:lowdin_charge:R:1 method="wB97M-V/def2-TZVPD" gap_ev="4.65 / 7.06" de_lowest_kj_mol=302.6 spin_multiplicity=7 mol_weight_da=1093.84 e_tot_ev=-219040.0344 e_homo_ha="-0.277 / -0.277"
Eu 0.61178 -2.00124 0.25178 -0.4 0.3 1.4 2.0905
Cl -2.11722 -4.13481 7.18618 0.5 0.0 0.5 0.6901
C -0.81463 -3.96617 6.08375 0.8 -0.4 -0.8 -0.7589
C -0.21772 -2.74346 5.78077 -1.2 0.3 0.7 -0.7164
Cl -0.17485 -1.49843 7.00039 -0.3 -0.3 -0.3 0.6752
C 0.23421 -2.49163 4.51082 0.4 -2.3 -1.3 -0.6771
Cl 0.98079 -1.01450 4.20851 0.6 1.2 -1.0 0.7251
C 0.25829 -3.55718 3.49279 -0.8 -0.2 0.1 -0.4427
O 0.35886 -3.38336 2.19839 0.8 1.6 -0.4 -0.3243
C 0.11930 -4.90661 3.97213 -0.3 2.3 2.4 -0.6585
Cl 0.69239 -6.17995 3.03165 0.0 -0.6 -0.4 0.7415
C -0.36964 -5.05178 5.30510 0.1 0.0 -1.1 -0.7054
Cl -0.37904 -6.59710 6.03613 -0.4 -0.5 -0.1 0.6988
C -2.47740 4.85427 0.36388 1.6 0.1 0.6 -0.2957
As -0.66022 4.22184 -0.18033 0.3 1.4 -0.4 1.1531
C 0.13995 6.05090 0.01060 0.2 -0.3 -0.1 -0.3803
C -0.79779 4.17101 -2.23740 -2.1 0.6 1.3 -0.3088
C -1.74314 5.16861 -2.89479 1.1 -0.7 0.2 -0.3085
C -1.38202 6.51350 -3.03104 0.5 0.0 0.6 -0.0704
C -2.29227 7.43825 -3.56004 0.9 0.2 0.7 -0.0953
C -3.56277 6.98337 -3.87777 -1.8 1.4 -1.1 -0.1258
C -3.91200 5.64631 -3.73560 -2.1 0.6 -0.9 -0.1268
C -2.97555 4.73402 -3.37084 -0.3 -1.8 1.3 -0.0825
H -2.91771 5.56752 -0.30276 -0.1 0.4 -0.4 0.0112
H -2.40422 5.24930 1.39754 0.0 -0.1 -0.6 0.0342
H -2.99929 3.94692 0.38010 -1.3 -1.1 0.1 -0.0362
H -0.65329 6.78116 -0.11735 0.1 0.3 -0.5 -0.0064
H 1.00028 6.21092 -0.70483 -0.8 0.0 1.1 0.0239
H 0.40021 6.12718 1.08044 0.5 0.0 -0.5 0.0014
H -1.17288 3.14877 -2.30902 0.3 0.0 -0.6 0.0370
H 0.18143 4.34483 -2.58386 1.3 -0.3 -0.4 0.0370
H -0.38572 6.83138 -2.61319 -1.2 -0.2 -0.7 0.1117
H -1.94446 8.49314 -3.55521 -0.7 -0.7 -0.4 0.1097
H -4.40140 7.63317 -4.32013 1.6 -0.6 0.9 0.1216
H -5.00670 5.37980 -3.91426 1.8 0.1 0.0 0.1256
H -3.28358 3.65756 -3.26670 0.5 1.1 -0.1 0.1287
C -1.71030 -1.77103 -3.33245 0.1 0.0 1.4 0.0305
C -0.46718 -2.63161 -2.96044 -0.4 0.5 -0.8 -0.4561
O -0.08458 -2.41766 -1.68317 0.4 0.2 1.6 -0.3632
C -0.72227 -4.16032 -3.13077 -0.6 -1.5 1.0 -0.4694
F 0.29363 -4.84711 -2.47033 -1.4 0.6 -1.1 0.1007
F -1.92488 -4.58912 -2.56889 1.6 1.1 0.0 0.1041
F -0.82090 -4.60162 -4.38149 0.7 0.4 0.0 0.1689
C 0.74262 -2.16904 -3.85039 -0.3 -0.3 -1.9 -0.4557
F 1.87871 -2.85929 -3.52552 -1.1 0.9 -0.7 0.1288
F 0.98899 -0.84609 -3.72017 0.1 -0.9 0.4 0.1346
F 0.45470 -2.31318 -5.23226 0.8 -0.2 2.4 0.0870
H -2.54997 -1.99124 -2.59007 1.1 0.0 -1.3 0.1206
H -1.95712 -1.95948 -4.37581 -0.4 0.2 0.1 0.0930
H -1.42624 -0.70363 -3.14702 -0.2 -0.9 -0.4 0.1049
O -1.86907 1.76140 -0.01897 0.9 -1.8 0.5 -0.0900
C -1.48177 0.70786 0.53199 -3.7 1.6 -0.3 -0.6084
O -0.34079 0.18709 0.51316 2.7 -1.9 -0.4 -0.2019
C -2.57962 -0.09268 1.27685 0.0 0.2 -0.5 -0.1196
C -2.23859 -1.11982 2.14394 1.1 0.6 1.5 -0.0686
C -3.19817 -1.86138 2.84312 0.1 0.1 -0.6 0.0217
C -4.49050 -1.64002 2.48469 -2.9 -0.5 0.3 -0.1345
O -5.70596 -2.36184 2.79863 2.3 1.0 1.1 0.0115
C -6.66816 -1.88651 1.92414 -1.6 -2.5 -2.5 -0.2107
O -6.16964 -0.80898 1.15744 0.6 0.8 1.3 0.0328
C -4.88238 -0.63752 1.61526 1.0 0.0 -2.0 -0.1914
C -3.94256 0.16445 0.98658 0.4 -0.4 0.2 0.0830
H -1.20103 -1.20441 2.57497 -1.0 0.1 -1.0 0.0678
H -2.86990 -2.57100 3.55957 0.0 -0.7 0.5 0.1117
H -7.67363 -1.66022 2.34145 0.9 0.2 0.4 0.1418
H -6.82350 -2.75784 1.18306 -0.2 1.2 0.7 0.1516
H -4.21307 0.86639 0.20763 0.0 0.1 0.2 0.1292
C 5.62638 -0.30702 -3.06204 -0.8 0.7 -0.8 -0.0993
C 5.28448 -0.82988 -1.65476 -0.1 -0.5 -0.2 -0.2900
C 4.34648 0.02527 -0.78037 0.4 -0.8 -0.5 -0.3158
S 3.62787 -0.80292 0.69348 -0.4 -1.4 0.0 0.9483
O 3.11863 -2.24355 0.23652 -0.6 2.0 0.2 -0.6674
C 4.88340 -1.19936 2.00693 -1.0 -1.6 -0.8 -0.2905
C 5.61941 -2.56494 1.78692 -0.1 0.5 0.2 -0.2716
C 6.93866 -2.73570 2.60364 -1.4 -0.2 0.3 -0.0908
H 5.72878 0.79192 -3.12568 -0.1 -0.4 0.2 0.0755
H 4.76459 -0.58024 -3.72150 0.8 0.3 0.2 0.0833
H 6.56811 -0.69843 -3.51087 -0.8 -0.1 0.6 0.0855
H 6.20326 -1.01371 -1.12342 0.3 -0.1 0.4 0.0947
H 4.81208 -1.80388 -1.82596 0.1 0.1 0.3 0.1014
H 3.43821 0.32009 -1.32356 0.1 0.0 0.1 0.0943
H 4.83951 0.92163 -0.42251 0.0 0.3 0.2 0.0961
H 4.19560 -1.32580 2.86727 0.5 0.4 -0.3 0.0864
H 5.46251 -0.32081 2.11150 0.8 0.9 0.2 0.0744
H 5.80042 -2.77733 0.73398 -0.1 0.2 -0.1 0.0912
H 4.85272 -3.27215 2.12913 0.6 -0.3 -0.2 0.1059
H 7.67127 -1.92189 2.43874 -0.3 -0.7 0.0 0.0796
H 7.32824 -3.75818 2.41472 0.1 0.8 -0.1 0.0825
H 6.61054 -2.75519 3.65728 0.6 0.3 -0.2 0.0753


2.
23
Properties=species:S:1:pos:R:3:forces:R:3:nbo_charge:R:1 method="wB97M-V/def2-TZVPD" gap_ev=10.29 de_lowest_kj_mol=15.0 spin_multiplicity=1 smiles=CC(C)NCO.O.O mol_weight_da=125.17 e_tot_ev=-12024.0633 e_homo_ha=-0.348
C 1.86020 -0.99374 -1.45014 -1.0 -0.1 -0.4 -0.6280
C 0.82705 0.15198 -1.39558 0.8 0.5 0.4 -0.0419
C -0.12690 0.06553 -2.56732 0.2 0.1 -0.3 -0.6296
N 0.13336 0.33473 -0.11020 0.1 -0.5 0.3 -0.6803
C -0.53804 -0.88383 0.33825 0.1 -0.3 -0.2 0.0914
O -1.17238 -0.74683 1.58022 0.0 0.5 0.3 -0.7485
H 1.37573 -1.95277 -1.24466 0.2 0.0 0.1 0.2000
H 2.69205 -0.84671 -0.77472 0.2 0.0 0.1 0.2130
H 2.19470 -1.06196 -2.48767 0.3 0.1 0.1 0.2149
H 1.42518 1.06337 -1.47192 -0.2 0.1 -0.3 0.1925
H -1.02173 0.65455 -2.41264 -0.2 0.1 0.1 0.2303
H -0.40603 -0.96523 -2.76934 -0.1 -0.1 -0.1 0.2024
H 0.38614 0.46417 -3.44712 -0.1 -0.2 0.0 0.2153
H 0.80284 0.62240 0.60015 0.1 -0.2 0.0 0.4026
H 0.16470 -1.70762 0.46581 0.0 -0.1 0.0 0.1542
H -1.26514 -1.15690 -0.42796 0.0 -0.1 -0.1 0.1619
H -1.80849 -0.01351 1.50236 0.0 -0.1 0.0 0.5040
H 1.97863 -0.19882 3.11236 -0.2 -0.2 0.1 0.4750
H 0.45960 -0.22566 2.67619 0.0 -0.2 0.1 0.4988
O 1.28107 0.28830 2.67117 0.1 0.4 -0.2 -0.9786
H -2.23229 2.50271 0.60003 0.1 0.1 0.0 0.4715
H -1.20226 1.36381 0.17536 -0.1 0.3 -0.4 0.4912
O -2.16022 1.60217 0.28018 -0.3 -0.2 0.2 -1.0122